The following is a quantum chemistry calculation of a structure of composition C7H9BaNO5S at a distorted geometry, from the Open Molecules 2025 dataset.

Last column: Mulliken charge in e.
Atoms and positions in Å:
Ba -0.85728 -0.30872 0.04309  1.783
O 2.28923 1.54912 -0.36275  -0.581
C 2.16168 2.64008 0.52459  -0.644
C 1.43158 2.33254 1.82160  -0.728
N 0.03767 1.92015 1.68194  0.193
C -0.77045 2.94880 1.01499  -0.774
C -0.70092 2.98783 -0.54010  0.486
O -0.93149 4.03555 -1.11837  -0.719
O -0.45553 1.84231 -1.07779  -0.879
C -0.52162 1.53386 2.99694  -0.413
C -1.74462 0.61069 2.79989  0.450
O -2.88085 1.07195 2.85448  -0.672
O -1.43027 -0.55177 2.35868  -0.923
H 1.49838 1.54465 -0.92823  0.400
H 1.71486 3.50142 0.01755  0.306
H 3.17724 2.93656 0.80325  0.416
H 1.49308 3.24177 2.44751  0.306
H 1.96464 1.53576 2.34506  0.381
H -0.51736 3.95156 1.38854  0.261
H -1.81554 2.77591 1.28753  0.465
H -0.82413 2.40962 3.58578  0.310
H 0.25033 0.97586 3.52509  0.407
S 1.27276 -3.59607 0.09717  -0.336
C 0.47198 -2.51805 -0.78585  -0.494

* HOMO (spin up / spin down): -2.55 / -6.35 eV
* charge: -1
* spin multiplicity: 2